[1]
Here is a 2-piece molecular cluster, C2H8N6 overall at a distorted geometry from the Open Molecules 2025 dataset. Energies are from the ωB97M-V functional and the def2-TZVPD basis.

Geometry as ORCA input:
```
! wB97M-V def2-TZVPD RIJCOSX def2/J DEFGRID3
* xyz 2 1
C 1.1227 0.6072 -0.6224
N 1.8374 0.6857 0.2900
N -0.8465 -0.3716 0.0325
H 0.0028 0.9496 -2.2255
N -2.2369 -1.3632 -1.6393
N -1.2876 0.0307 1.3395
H -0.9969 -0.6761 2.0903
H -2.8714 -2.0576 -2.1309
H 1.6681 0.7224 -2.6062
H 2.5256 -0.6795 1.4219
N 0.9929 0.8187 -1.8680
H 2.6356 0.9004 2.0559
H -0.8243 0.8349 1.5595
C -1.5924 -0.9678 -0.7387
H -2.2704 0.3334 1.5551
N 2.1414 0.2327 1.4862
*
```

The HOMO energy is -0.673 hartree. The value obtained for the total energy is -408.7428 Ha. The calculation puts the HOMO-LUMO gap at 10.132 eV. The energy above the lowest of the compared OMol25 structures with the same formula, charge and spin is 278.6 kJ/mol. The value obtained for the LUMO energy is -8.18 eV.

=====

[2]
Here is a 2-piece molecular cluster, C2H8N6 overall at a distorted geometry from the Open Molecules 2025 dataset. Energies are from the ωB97M-V functional and the def2-TZVPD basis.

Geometry as ORCA input:
```
! wB97M-V def2-TZVPD RIJCOSX def2/J DEFGRID3
* xyz 2 1
H 2.5502 1.3597 -0.0830
C 1.2405 0.2372 -0.9794
H 0.7846 -0.6319 -2.8237
H -0.4163 -2.9736 0.6783
H 1.2165 2.7524 0.6970
H -2.0942 1.2870 1.2497
N -2.4607 0.3905 0.7350
N 1.5588 1.0902 -0.0838
H 0.8153 1.4229 1.7570
C -0.7360 -1.1741 -0.0010
N -1.6206 -0.4819 0.3639
H 0.6216 -2.7083 -0.5632
N 0.7574 1.8505 0.8185
H -3.2056 0.4320 0.0975
N -0.1066 -2.3034 -0.0044
N 1.0951 -0.5492 -1.8583
*
```

The HOMO energy is -0.690 hartree. The value obtained for the total energy is -408.7303 Ha. The calculation puts the HOMO-LUMO gap at 10.096 eV. The energy above the lowest of the compared OMol25 structures with the same formula, charge and spin is 311.4 kJ/mol. The value obtained for the LUMO energy is -8.68 eV.

=====

[3]
Here is a 2-piece molecular cluster, C2H8NO overall at a distorted geometry from the Open Molecules 2025 dataset. Energies are from the ωB97M-V functional and the def2-TZVPD basis.

Geometry as ORCA input:
```
! wB97M-V def2-TZVPD RIJCOSX def2/J DEFGRID3
* xyz -1 1
H -1.2827 1.2515 0.4133
O -1.6899 -0.6704 -1.4169
H -0.2492 -0.6836 -0.2595
N 0.2405 -0.1700 0.4838
H 0.2351 1.7044 -0.3359
H 0.1156 1.6440 1.4976
H 2.1892 0.3991 -0.1559
H -1.8338 -1.5837 -1.6981
C -0.2081 1.2045 0.5518
H 1.9562 -0.0392 1.5785
C 1.6544 -0.2829 0.5481
H 2.0868 -1.2704 0.3859
*
```

The HOMO energy is -0.096 hartree. The value obtained for the total energy is -210.9598 Ha. The calculation puts the HOMO-LUMO gap at 6.993 eV. The energy above the lowest of the compared OMol25 structures with the same formula, charge and spin is 64.1 kJ/mol. The value obtained for the LUMO energy is 4.38 eV.

=====

[4]
Here is a 2-piece molecular cluster, C2H8NO overall at a distorted geometry from the Open Molecules 2025 dataset. Energies are from the ωB97M-V functional and the def2-TZVPD basis.

Geometry as ORCA input:
```
! wB97M-V def2-TZVPD RIJCOSX def2/J DEFGRID3
* xyz 0 2
H -1.4447 2.3194 -0.8289
C -1.9349 1.5291 -0.2994
H -1.0524 0.6710 -2.5596
H -2.1964 1.6122 0.7462
H -0.7923 -0.8049 -1.7488
H -2.8641 -0.3176 -0.4519
C -1.6029 -0.1505 -2.0861
O 5.2430 -1.7657 3.7660
N -2.3336 0.3795 -0.9460
H 5.6723 -1.7685 2.9083
H -2.2623 -0.6989 -2.7586
H 5.5683 -1.0048 4.2589
*
```

The HOMO energy (spin up / spin down) is -0.221 / -0.365 hartree. The value obtained for the total energy is -210.9115 Ha. The calculation puts the HOMO-LUMO gap (spin up / spin down) at 7.146 / 11.036 eV. The energy above the lowest of the compared OMol25 structures with the same formula, charge and spin is 49.3 kJ/mol. The expectation value of S² is 0.753. The value obtained for the LUMO energy (spin up / spin down) is 1.12 / 1.11 eV.

=====

[5]
Here is a 2-piece molecular cluster, C2H8NO overall at a distorted geometry from the Open Molecules 2025 dataset. Energies are from the ωB97M-V functional and the def2-TZVPD basis.

Geometry as ORCA input:
```
! wB97M-V def2-TZVPD RIJCOSX def2/J DEFGRID3
* xyz 1 1
N -0.4240 0.4951 -0.4407
H -1.0493 0.5607 -1.2414
H 1.6504 1.9647 1.5612
C -0.0328 -0.6594 -0.0692
H -1.3110 -1.7859 -1.3652
H -0.7692 -2.6132 0.0690
O 0.8507 2.3168 1.1536
C -0.4590 -1.9035 -0.6967
H 0.7334 3.2058 1.4975
H 0.3696 -2.2857 -1.2980
H 0.5055 -0.6738 0.8773
H -0.0643 1.3782 -0.0472
*
```

The HOMO energy is -0.606 hartree. The value obtained for the total energy is -210.7468 Ha. The calculation puts the HOMO-LUMO gap at 11.872 eV. The energy above the lowest of the compared OMol25 structures with the same formula, charge and spin is 16.5 kJ/mol. The value obtained for the LUMO energy is -4.62 eV.

=====

[6]
Here is a 2-piece molecular cluster, C2H8NO overall at a distorted geometry from the Open Molecules 2025 dataset. Energies are from the ωB97M-V functional and the def2-TZVPD basis.

Geometry as ORCA input:
```
! wB97M-V def2-TZVPD RIJCOSX def2/J DEFGRID3
* xyz 1 1
C -0.3341 0.3222 0.0843
O 0.9064 -2.5050 -0.2847
H 0.5325 -3.3825 -0.2805
H 1.5820 -0.1609 0.4700
C -1.1665 1.4702 -0.0967
H -0.8377 -0.7129 0.0476
H -0.6457 2.2187 -0.6299
H 1.0133 1.6163 0.8537
H 1.5119 -2.8227 -0.9754
H -2.2008 1.3480 -0.4903
N 0.8560 0.6327 0.4679
H -1.2175 1.9760 0.8339
*
```

The HOMO energy is -0.585 hartree. The value obtained for the total energy is -210.7024 Ha. The calculation puts the HOMO-LUMO gap at 10.844 eV. The energy above the lowest of the compared OMol25 structures with the same formula, charge and spin is 133.0 kJ/mol. The value obtained for the LUMO energy is -5.09 eV.